(1)
82
Properties=species:S:1:pos:R:3:mulliken_charge:R:1 method="wB97M-V/def2-TZVPD" homo_ev=-6.74 e_above_lowest_ev=0.797 charge=0 orbital_gap_ev=7.3 e_tot_ev=-62305.6307 e_lumo_ev=0.5152
Sn -0.27905 0.50402 -0.07118 0.8323
C 0.69785 0.17753 -4.26716 -1.5709
C 1.49591 -0.74773 -3.34741 0.5369
C 0.66231 -1.97049 -2.94399 -1.5337
P 2.00110 0.15183 -1.82284 0.5333
C 3.17515 1.49046 -2.41619 0.8234
C 4.04220 1.16814 -3.64323 -1.9472
C 4.04987 2.03426 -1.26244 -1.6018
C 2.98456 -1.03689 -0.87196 0.8144
C 4.22489 -1.49387 -1.33882 -0.3713
C 5.01703 -2.37548 -0.62962 0.1753
C 6.32512 -2.88714 -1.17863 -1.6717
C 4.53409 -2.79115 0.61596 -0.9051
C 3.31073 -2.37983 1.09519 -0.3018
C 2.47141 -1.50405 0.36398 -1.1897
N 1.23094 -1.11436 0.83875 0.4475
C 0.47010 -2.02559 1.57716 -0.4062
C 0.47104 -3.40778 1.31515 -0.2445
C -0.31968 -4.28160 2.03613 -1.0283
C -1.17399 -3.83401 3.04517 0.3505
C -2.05677 -4.78563 3.81684 -1.6197
C -1.20323 -2.47045 3.29059 -0.4917
C -0.41366 -1.56390 2.57795 0.2198
P -0.39113 0.22986 2.83047 0.9013
C -1.93923 0.77878 3.68518 0.3641
C -2.14176 0.49347 5.17399 -1.3689
C -3.14417 0.34257 2.84074 -1.4734
C 1.05480 0.47363 3.97235 0.8657
C 1.20678 -0.56301 5.08456 -1.5733
C 1.10016 1.91280 4.51212 -1.3948
H 0.41932 -0.34989 -5.18237 0.4768
H 1.25296 1.07346 -4.55350 0.3412
H -0.22160 0.50165 -3.77299 0.3068
H 2.40787 -1.08956 -3.84103 0.6023
H -0.25423 -1.66407 -2.43603 0.2265
H 1.21474 -2.63514 -2.27770 0.2515
H 0.37616 -2.53786 -3.83288 0.5576
H 2.48402 2.28091 -2.72033 0.4334
H 4.87923 0.51943 -3.38585 0.3521
H 4.46583 2.10074 -4.02573 0.5290
H 3.48463 0.70462 -4.45690 0.3688
H 4.17752 1.30913 -0.45604 0.3573
H 3.65429 2.96246 -0.84070 0.2704
H 5.04805 2.26902 -1.63437 0.4755
H 4.57445 -1.16240 -2.31002 0.2321
H 6.75233 -2.18839 -1.89897 0.3637
H 6.19719 -3.84641 -1.68602 0.2962
H 7.05440 -3.03603 -0.38114 0.3884
H 5.13881 -3.45812 1.22320 0.3821
H 2.97144 -2.73358 2.06206 0.5202
H 1.11170 -3.78862 0.52772 0.4929
H -0.28616 -5.34122 1.80007 0.3662
H -1.64895 -5.79659 3.80760 0.4056
H -3.06148 -4.83238 3.38883 0.2877
H -2.15774 -4.47305 4.85732 0.3730
H -1.86106 -2.10532 4.07011 0.0976
H -1.86535 1.86565 3.57584 0.4331
H -2.25309 -0.56964 5.38963 0.1462
H -3.05814 0.98997 5.50572 0.5071
H -1.32362 0.87899 5.78163 0.2536
H -3.29421 -0.73610 2.88155 0.2527
H -3.02574 0.62549 1.79434 0.3338
H -4.04923 0.82678 3.21359 0.4834
H 1.89820 0.32504 3.28776 0.1782
H 0.35199 -0.55862 5.76273 0.2410
H 2.10127 -0.33895 5.67399 0.5069
H 1.31044 -1.56960 4.67976 0.2788
H 0.55493 1.99038 5.45491 0.3669
H 0.65865 2.63878 3.82447 0.2435
H 2.12856 2.22305 4.70846 0.3948
N 1.32751 2.05997 0.76992 0.1504
C 0.97224 3.47389 1.03359 -0.7324
C 0.45411 4.17021 -0.21790 -0.3456
C -0.97308 3.72447 -0.52838 0.3840
O -1.87798 4.54253 -0.50836 -0.6984
O -1.09314 2.45506 -0.77915 -0.5851
H 1.68287 1.62103 1.61390 0.2588
H 2.08451 2.02890 0.09535 -0.2043
H 1.84270 4.00243 1.42626 0.4321
H 0.20078 3.49322 1.80538 0.2917
H 1.10484 3.93481 -1.06866 0.1218
H 0.45710 5.24671 -0.06331 0.3816



(2)
64
Properties=species:S:1:pos:R:3:mulliken_charge:R:1 method="wB97M-V/def2-TZVPD" homo_ev=-11.45 charge=+1 orbital_gap_ev=7.2 e_tot_ev=-37446.8668 e_lumo_ev=-4.2567
C 1.03891 -0.88971 4.08488 -0.9362
C 1.22263 0.19540 2.84806 -0.1745
C 0.24116 -0.16490 1.54196 0.2954
C 1.14584 -0.80919 0.34235 0.3207
C 1.81016 -2.29624 0.72676 -0.9201
C 0.46885 -0.84604 -1.14100 -0.0150
C 1.43323 -0.50224 -2.46376 -0.3502
C 3.04309 -0.13081 -2.35748 -0.5725
C 3.30002 1.42638 -2.82207 -0.3617
C 4.73370 2.05067 -2.25350 -0.8648
I 1.58240 2.76499 -2.46317 0.0658
C 0.84408 -0.51130 -4.02981 -0.3389
N -0.60066 -0.88786 -4.25503 -0.0811
C -1.56103 -1.26593 -3.10778 0.1865
C -3.08191 -1.69311 -3.61447 -0.9882
C -1.09484 -1.24263 -1.50169 0.3525
C -2.16415 -1.64431 -0.33170 -1.0124
C -2.03036 -3.22908 0.18715 0.4242
N -1.71695 -4.19541 -0.94555 -0.6000
N -1.15955 -3.38899 1.41253 -0.4737
N -3.45790 -3.59319 0.64964 -0.7627
H -0.09707 -0.99861 4.35709 0.2355
H 1.46929 -1.95844 3.84647 0.2312
H 1.67278 -0.48264 5.00871 0.3592
H 2.31715 0.13810 2.43788 0.2033
H 0.90649 1.23686 3.27659 0.1386
H -0.59091 -0.87482 1.97799 -0.2118
H -0.26552 0.81383 1.11891 -0.2255
H 2.09938 -0.09414 0.25608 0.4918
H 2.98463 -2.15970 0.89157 0.2929
H 1.68549 -3.08349 -0.13761 0.2926
H 1.40338 -2.68397 1.77610 0.1034
H 3.57227 -0.80645 -3.18763 0.3898
H 3.53941 -0.43087 -1.34166 0.2044
H 3.42984 1.39144 -4.00836 0.3788
H 4.57434 3.21015 -2.16014 0.3039
H 5.02589 1.51677 -1.24941 0.2705
H 5.53994 1.89201 -3.11752 0.2767
H 1.54365 -0.25294 -4.95998 0.3297
H -0.93228 -0.90017 -5.26646 0.3200
H -3.17180 -1.50220 -4.78739 0.3376
H -3.84353 -0.98796 -3.03605 0.3108
H -3.28207 -2.83988 -3.43672 0.2473
H -3.24325 -1.61269 -0.84448 0.3744
H -2.24582 -0.88101 0.56062 0.3771
H -2.47125 -3.99025 -1.66790 0.2098
H -0.78142 -4.01427 -1.37631 0.3095
H -1.53211 -2.89193 2.25083 0.2966
H -1.00090 -4.41859 1.60332 0.2955
H -3.89094 -2.66818 0.94976 0.2893
H -3.32527 -4.09419 1.57978 0.3556
C -1.63447 4.54418 1.26450 -0.5989
C -1.65064 5.03525 2.68904 -0.5847
C -1.09625 3.84484 3.44084 -0.4985
O -0.19515 3.17291 2.54996 -0.3158
C -0.37306 3.70931 1.23169 0.0495
H -1.63373 5.34693 0.52283 0.3511
H -2.50861 3.90805 1.08126 0.2672
H -0.97386 5.89145 2.79376 0.2578
H -2.64099 5.33737 3.03897 0.3397
H -1.88974 3.13909 3.70852 0.2963
H -0.56515 4.13480 4.35205 0.2906
H 0.50352 4.32422 1.00031 0.2586
H -0.42835 2.89332 0.50588 -0.0939



- Among the records above, which one has the highest charge?
  C20H38IN4O



- The highest charge belongs to which entry?
  C20H38IN4O



- Which of these has the highest charge?
  C20H38IN4O



- Which of these has the lowest charge?
  C29H46N2O2P2Sn